Entry from the Open Molecules 2025 dataset: a single C4H11N3 molecule (ωB97M-V/def2-TZVPD).

For the molar mass, the calculation gives 101.15 g/mol. The largest force on an atom is 1.41 eV/Å. The energy above the lowest of the compared OMol25 structures with the same formula, charge and spin is 6.786 eV. As for the total charge: 0. The value obtained for the HOMO energy (spin up / spin down) is -6.52 / -6.53 eV. As for the spin multiplicity: 1.

Cartesian coordinates (Å):
C (-1.488, -1.458, 0.264)
C (-0.570, -0.406, -0.322)
C (-1.053, 0.492, -1.263)
H (0.512, -1.042, -0.650)
H (-2.103, -1.896, -0.523)
H (-2.157, -1.011, 1.004)
H (-0.923, -2.266, 0.738)
H (-0.439, 1.309, -1.625)
H (-1.871, 0.183, -1.898)
N (0.394, 0.262, 0.835)
N (0.299, 1.665, 1.065)
C (1.724, -0.315, 0.159)
N (2.464, 0.431, -0.563)
H (0.191, -0.229, 1.704)
H (1.215, 2.107, 0.977)
H (-0.289, 2.107, 0.357)
H (1.955, 1.176, -1.040)
H (2.137, -1.108, 0.780)

***

Entry from the Open Molecules 2025 dataset: 2 unconnected molecules or ions with the total composition C4H11N3 (ωB97M-V/def2-TZVPD).

For the molar mass, the calculation gives 101.15 g/mol. The largest force on an atom is 2.87 eV/Å. The energy above the lowest of the compared OMol25 structures with the same formula, charge and spin is 2.595 eV. As for the total charge: 0. As for the structure (SMILES): C/N=C\N.C=CN. The value obtained for the HOMO energy is -8.02 eV. As for the spin multiplicity: 1.

Cartesian coordinates (Å):
C (0.511, 2.783, -0.155)
N (-0.099, 0.983, -2.263)
C (0.886, 0.792, -1.275)
N (1.220, 1.524, -0.283)
H (1.253, 3.614, -0.132)
H (-0.028, 2.769, 0.831)
H (-0.147, 3.108, -1.031)
H (-0.222, 0.082, -2.775)
H (-0.971, 1.479, -2.023)
H (1.537, -0.064, -1.514)
C (-0.431, -1.457, 0.317)
C (-0.666, -1.780, 1.628)
N (-0.162, -2.915, 2.248)
H (-0.039, -2.263, -0.331)
H (-0.822, -0.622, -0.200)
H (-1.377, -1.167, 2.241)
H (0.140, -3.631, 1.650)
H (-0.584, -3.236, 3.067)

***

Entry from the Open Molecules 2025 dataset: a single C4H11N3 molecule (ωB97M-V/def2-TZVPD).

For the molar mass, the calculation gives 101.15 g/mol. The largest force on an atom is 3.06 eV/Å. The energy above the lowest of the compared OMol25 structures with the same formula, charge and spin is 3.522 eV. As for the total charge: 0. The value obtained for the HOMO energy is -8.05 eV. As for the spin multiplicity: 1.

Cartesian coordinates (Å):
C (-0.239, -0.485, 0.109)
C (-0.032, 0.665, -0.921)
C (1.213, 1.471, -0.608)
C (-1.568, -1.195, -0.090)
N (0.815, 0.708, 1.857)
N (-0.256, 0.240, 1.445)
N (0.873, -1.393, 0.066)
H (1.290, 1.651, 0.607)
H (-1.156, 0.755, 1.574)
H (1.656, -0.959, 0.553)
H (0.655, -2.246, 0.573)
H (0.039, 0.210, -1.908)
H (-0.912, 1.314, -0.891)
H (2.120, 0.934, -0.866)
H (1.193, 2.453, -1.076)
H (-1.704, -1.968, 0.666)
H (-1.593, -1.664, -1.071)
H (-2.396, -0.490, -0.018)

***

Entry from the Open Molecules 2025 dataset: a molecular structure, C4H11N3 (ωB97M-V/def2-TZVPD).

For the molar mass, the calculation gives 101.15 g/mol. The largest force on an atom is 6.34 eV/Å. The energy above the lowest of the compared OMol25 structures with the same formula, charge and spin is 10.322 eV. As for the total charge: 0. The value obtained for the HOMO energy is -8.99 eV. As for the spin multiplicity: 1.

Cartesian coordinates (Å):
C (-1.138, -0.323, 0.212)
C (0.056, -1.099, 0.545)
C (1.060, 0.186, 0.369)
C (-0.125, 0.717, -0.367)
H (-2.026, -0.473, -1.618)
H (-2.512, -1.608, -0.110)
H (-1.266, 0.056, 1.203)
H (0.066, -1.394, 1.674)
H (0.461, -1.812, -0.307)
H (1.232, 0.620, 1.266)
H (3.204, 0.497, -0.001)
H (2.538, -1.800, -1.133)
H (-0.062, 0.299, -1.304)
H (-0.494, 1.978, 0.914)
H (-0.159, 2.886, -0.163)
N (-2.281, -0.568, -0.515)
N (2.253, -0.094, -0.623)
N (-0.806, 1.931, -0.043)

***

Entry from the Open Molecules 2025 dataset: a gas-phase ion, C4H11N3 (charge +2) (ωB97M-V/def2-TZVPD).

For the molar mass, the calculation gives 101.15 g/mol. The largest force on an atom is 7.39 eV/Å. The energy above the lowest of the compared OMol25 structures with the same formula, charge and spin is 1.703 eV. As for the total charge: +2. The value obtained for the HOMO energy (spin up / spin down) is -14.98 / -20.78 eV. As for the spin multiplicity: 3.

Cartesian coordinates (Å):
C (-0.679, -0.003, -0.755)
C (0.195, 1.677, -0.805)
C (0.839, 0.060, 1.020)
C (-0.332, -1.984, 0.855)
N (-0.112, -0.683, 0.240)
N (-1.355, -0.387, -1.840)
N (0.939, 1.445, 0.514)
H (0.900, 1.743, -1.664)
H (-0.606, 2.464, -0.645)
H (0.520, 0.134, 2.029)
H (1.781, -0.472, 0.938)
H (-1.052, -2.570, 0.313)
H (0.533, -2.584, 1.023)
H (-0.683, -1.848, 1.867)
H (-1.426, 0.344, -2.502)
H (-2.060, -1.165, -2.003)
H (1.928, 1.608, 0.325)
H (0.669, 2.220, 1.091)

***

Entry from the Open Molecules 2025 dataset: 2 unconnected molecules or ions with the total composition C4H11N3O (ωB97M-V/def2-TZVPD).

For the molar mass, the calculation gives 117.15 g/mol. The largest force on an atom is 1.23 eV/Å. The energy above the lowest of the compared OMol25 structures with the same formula, charge and spin is 4.985 eV. As for the total charge: 0. The value obtained for the HOMO energy is -8.50 eV. As for the spin multiplicity: 1.

Cartesian coordinates (Å):
C (0.923, 0.724, -0.483)
C (1.815, -0.442, -0.741)
C (0.412, 1.538, -1.622)
N (-0.489, 0.562, 1.354)
N (-0.062, 0.196, 2.423)
H (1.307, 1.345, 0.318)
H (-0.634, -0.627, 2.761)
H (2.814, -0.057, -0.992)
H (1.440, -1.060, -1.551)
H (1.917, -1.044, 0.164)
H (0.040, 0.911, -2.427)
H (-0.384, 2.204, -1.291)
H (1.237, 2.167, -1.986)
N (-1.724, -1.565, 1.329)
C (-1.497, -0.377, 0.529)
O (-0.808, -0.523, -0.580)
H (-2.699, -1.826, 1.373)
H (-1.178, -2.335, 0.958)
H (-2.431, 0.209, 0.464)

***

Entry from the Open Molecules 2025 dataset: a molecular structure, C4H11N3O (ωB97M-V/def2-TZVPD).

For the molar mass, the calculation gives 117.15 g/mol. The largest force on an atom is 7.00 eV/Å. The energy above the lowest of the compared OMol25 structures with the same formula, charge and spin is 9.585 eV. As for the total charge: 0. The value obtained for the HOMO energy is -8.73 eV. As for the spin multiplicity: 1.

Cartesian coordinates (Å):
C (-0.964, 1.795, -0.640)
C (-1.164, 0.554, 0.259)
C (-1.507, -0.980, 0.096)
C (1.287, 0.216, 0.868)
H (-1.568, 2.038, -1.743)
H (-1.064, 2.843, 0.277)
H (0.566, 2.250, -0.999)
H (-2.091, 0.988, 0.814)
H (-1.363, -1.636, 0.984)
H (-0.749, -1.349, -0.732)
H (-3.338, -0.647, 0.354)
H (-3.217, -0.870, -1.342)
H (1.930, 0.076, 1.723)
H (1.402, -0.027, -1.255)
H (3.276, -1.359, -0.519)
N (-2.884, -1.167, -0.318)
N (0.125, 0.421, 1.070)
N (1.853, -0.477, -0.351)
O (3.331, -0.407, -0.484)

***

Entry from the Open Molecules 2025 dataset: a molecular structure, C4H11N3O (ωB97M-V/def2-TZVPD).

For the molar mass, the calculation gives 117.15 g/mol. The largest force on an atom is 4.47 eV/Å. The energy above the lowest of the compared OMol25 structures with the same formula, charge and spin is 5.721 eV. As for the total charge: 0. The value obtained for the HOMO energy is -8.89 eV. As for the spin multiplicity: 1.

Cartesian coordinates (Å):
C (0.256, 2.409, 0.599)
O (-0.773, 1.862, -0.157)
C (1.582, 1.950, 0.151)
N (2.619, 1.646, -0.239)
H (-0.984, 0.784, 0.206)
H (0.178, 2.152, 1.671)
H (0.231, 3.505, 0.523)
C (0.355, -0.741, -1.478)
C (-1.477, -0.711, 0.549)
N (0.313, -0.909, -0.038)
N (0.772, -2.106, 0.332)
H (0.355, -2.928, -0.111)
H (0.914, -2.193, 1.332)
H (-0.166, 0.181, -1.731)
H (1.404, -0.616, -1.755)
H (-1.289, -0.842, 1.614)
H (-1.824, -1.677, 0.161)
H (-2.403, -0.160, 0.378)
H (-0.065, -1.607, -2.007)